# 1
Here is a structure of composition C46H50BN5P4Rb from the Open Molecules 2025 dataset. Energies are from the ωB97M-V functional and the def2-TZVPD basis.

Properties
- Relative energy (zero: lowest compared OMol25 entry of this formula, charge and spin): 0.1724 eV
- Net charge: -1
- HOMO: -3.79 eV
- LUMO energy: 2.106 eV
- Spin multiplicity: 1

Element x y z (Å)
Rb1 0.02550 0.87159 0.33735
C1 -1.73211 1.85109 -3.45902
P1 -1.79024 2.64172 -1.80014
C2 -2.48843 4.27720 -2.22580
C3 -1.66720 5.39360 -2.10906
C4 -2.13190 6.65601 -2.45623
C5 -3.42884 6.81364 -2.91670
C6 -4.26208 5.70712 -3.02953
C7 -3.79401 4.44977 -2.68547
C8 -3.24602 1.87145 -1.00650
C9 -3.88737 0.74273 -1.51211
C10 -4.98768 0.20800 -0.85686
C11 -5.44664 0.77862 0.31829
C12 -4.78837 1.87654 0.85041
C13 -3.69593 2.41772 0.19590
C14 -0.73378 0.73239 -3.61957
C15 -0.39522 0.17298 -4.84568
C16 0.67800 -0.69980 -4.59020
C17 0.92440 -0.60991 -3.22661
C18 2.09675 -1.20537 -2.50379
P2 2.35714 -3.05475 -2.37847
C19 1.17625 -3.72246 -3.60042
C20 1.67800 -4.35618 -4.72974
C21 0.82362 -4.79755 -5.73430
C22 -0.54306 -4.61450 -5.60520
C23 -1.05575 -3.98962 -4.47414
C24 -0.20098 -3.54160 -3.48422
C25 1.52896 -3.51112 -0.80923
C26 1.85735 -4.74858 -0.25597
C27 1.34847 -5.14253 0.97153
C28 0.51442 -4.28923 1.67972
C29 0.16823 -3.05767 1.14175
C30 0.66275 -2.68187 -0.10061
N1 0.06059 0.25552 -2.61555
H1 -1.47134 2.66907 -4.14149
H2 -2.74893 1.56200 -3.74770
H3 -0.65617 5.27070 -1.73847
H4 -1.47934 7.51487 -2.35867
H5 -3.79524 7.79671 -3.18604
H6 -5.27893 5.82636 -3.38288
H7 -4.44841 3.58835 -2.75824
H8 -3.51516 0.25820 -2.40614
H9 -5.46389 -0.67768 -1.25914
H10 -6.29011 0.34546 0.84019
H11 -5.11269 2.30319 1.79154
H12 -3.17250 3.25983 0.63813
H13 -0.85607 0.39437 -5.79895
H14 1.21493 -1.30940 -5.30318
H15 2.14229 -0.83166 -1.47535
H16 3.02247 -0.85073 -2.97043
H17 2.74793 -4.49990 -4.82876
H18 1.22968 -5.28384 -6.61291
H19 -1.21184 -4.95147 -6.38794
H20 -2.12164 -3.82737 -4.37695
H21 -0.60399 -3.02441 -2.62226
H22 2.53834 -5.40252 -0.79091
H23 1.61763 -6.10934 1.37963
H24 0.12724 -4.57938 2.64891
H25 -0.49426 -2.39180 1.68091
H26 0.36609 -1.73507 -0.53768
C31 4.43788 -2.74236 1.38839
P3 3.91860 -1.03464 0.96435
C32 5.02924 -0.73811 -0.46552
C33 4.76783 -0.09866 2.31072
C34 6.15876 -0.06843 2.39456
C35 6.81090 0.67498 3.36372
C36 6.06042 1.40637 4.27167
C37 4.67687 1.36372 4.21901
C38 4.00769 0.60866 3.25479
P4 2.16736 0.56916 3.16511
C39 1.68032 1.50587 4.65548
C40 1.82939 -1.12755 3.78284
H27 5.51884 -2.83864 1.51204
H28 4.10492 -3.40735 0.59000
H29 3.94697 -3.05699 2.30964
H30 6.07734 -0.97498 -0.27667
H31 4.94708 0.30312 -0.77981
H32 4.68615 -1.36486 -1.29134
H33 6.74711 -0.63652 1.68427
H34 7.89286 0.69024 3.40380
H35 6.54739 2.00765 5.02979
H36 4.11362 1.93359 4.94529
H37 1.84028 2.57478 4.51330
H38 2.18271 1.17037 5.56600
H39 0.60579 1.35202 4.76155
H40 2.42228 -1.37485 4.66658
H41 2.02409 -1.85396 2.99516
H42 0.76703 -1.18206 4.03061
B1 -2.24324 0.56131 3.85982
N2 -2.83505 -0.36313 2.76047
C41 -3.91070 -1.15226 2.89812
C42 -4.03151 -1.93982 1.76945
C43 -2.93521 -1.56045 0.98866
N3 -2.21757 -0.61626 1.58812
N4 -1.92383 1.98564 3.31790
C44 -2.58214 3.13576 3.52396
C45 -1.86786 4.16678 2.94099
C46 -0.75304 3.51854 2.39500
N5 -0.79372 2.21156 2.62714
H43 -3.09503 0.67528 4.71418
H44 -1.21467 0.08717 4.29001
H45 -4.51493 -1.07885 3.78748
H46 -4.79313 -2.66718 1.54575
H47 -2.63570 -1.91689 0.01360
H48 -3.50455 3.12639 4.08146
H49 -2.11301 5.21442 2.91663
H50 0.08420 3.94188 1.85688


# 2
Here is a cluster of 5 separate species, C33H81N4O7 in total from the Open Molecules 2025 dataset. Energies are from the ωB97M-V functional and the def2-TZVPD basis.

Properties
- Relative energy (zero: lowest compared OMol25 entry of this formula, charge and spin): 5.4493 eV
- Net charge: +3
- HOMO: -9.22 eV
- LUMO energy: -3.984 eV
- Spin multiplicity: 1

Element x y z (Å)
C1 -23.44872 16.26420 11.45742
C2 -24.43043 15.18423 10.86088
N1 -23.67286 13.92813 10.35212
C3 -24.77080 13.16450 9.58295
C4 -22.49880 14.33763 9.34254
C5 -22.86025 15.18487 8.16489
C6 -23.09569 13.12041 11.50982
C7 -22.81002 11.58304 11.22411
O1 -21.86743 11.36868 10.15225
C8 -21.62322 10.03276 9.86914
H1 -22.85307 15.68604 12.16384
H2 -23.86867 17.21640 11.78154
H3 -22.73323 16.70020 10.76023
H4 -24.86066 15.62834 9.96323
H5 -25.21459 14.80565 11.51652
H6 -25.34140 13.84607 8.95208
H7 -25.46483 12.69255 10.27842
H8 -24.26822 12.36926 9.03241
H9 -22.24690 13.36559 8.91850
H10 -21.74260 14.82426 9.95855
H11 -21.97382 15.43339 7.58129
H12 -23.16808 16.20400 8.39880
H13 -23.60670 14.68335 7.54896
H14 -23.83483 13.12054 12.31093
H15 -22.27897 13.71977 11.91213
H16 -23.78282 11.14149 11.00781
H17 -22.51082 11.09009 12.14909
H18 -21.28406 9.95388 8.83626
H19 -22.51048 9.41584 10.01147
H20 -20.77238 9.70046 10.46391
C9 -7.56719 7.17189 0.18365
C10 -7.67332 7.37760 1.68181
N2 -8.18954 6.06487 2.47872
C11 -7.30792 4.83757 2.31549
C12 -8.14633 6.43714 3.97332
C13 -9.11160 7.55594 4.38016
C14 -9.68733 5.81319 2.01052
C15 -10.47932 4.82241 2.78564
O2 -10.04721 3.49673 2.55773
C16 -10.29629 2.60302 3.68504
H21 -8.47592 6.80455 -0.29319
H22 -6.73089 6.51925 -0.06684
H23 -7.19963 8.05708 -0.33544
H24 -8.36488 8.18758 1.91369
H25 -6.65981 7.55212 2.04296
H26 -7.32093 4.14783 3.15940
H27 -6.23007 4.99941 2.30354
H28 -7.77367 4.42159 1.42210
H29 -7.12645 6.73555 4.21602
H30 -8.34579 5.50153 4.49575
H31 -10.12674 7.55039 3.98322
H32 -8.88728 8.59042 4.12010
H33 -9.24326 7.71904 5.44982
H34 -9.74946 5.56646 0.95063
H35 -10.23194 6.75388 2.09175
H36 -11.53228 4.76980 2.50887
H37 -10.44640 5.09640 3.84014
H38 -9.65524 2.80780 4.54249
H39 -10.05039 1.59192 3.36053
H40 -11.31823 2.60918 4.06411
C17 -3.64066 3.60163 12.84694
C18 -2.74241 2.38848 12.49509
N3 -2.67832 2.04576 10.99901
C19 -1.97683 3.17532 10.26956
C20 -1.83098 0.70655 10.71089
C21 -0.36032 0.68976 11.19415
C22 -4.06775 2.00751 10.25015
C23 -5.12272 1.13194 10.90679
O3 -4.85199 -0.17596 11.27185
C24 -5.88451 -0.77476 12.13176
H41 -3.37158 4.45453 12.22386
H42 -3.46554 4.14980 13.77265
H43 -4.72728 3.54712 12.78068
H44 -2.88046 1.44022 13.01455
H45 -1.71077 2.64654 12.73432
H46 -2.48393 4.13836 10.32858
H47 -1.83327 2.72407 9.28780
H48 -1.02427 3.41926 10.73991
H49 -2.00364 0.28199 9.72193
H50 -2.39064 0.00438 11.32882
H51 0.35953 1.22059 10.57115
H52 0.00111 -0.33688 11.13518
H53 -0.30378 1.06363 12.21647
H54 -3.96147 1.66681 9.22023
H55 -4.50715 2.99854 10.36364
H56 -6.08325 1.23663 10.40227
H57 -5.24566 1.49544 11.92701
H58 -5.79969 -1.83413 11.88956
H59 -6.92355 -0.59990 11.85260
H60 -5.75137 -0.60771 13.20061
C25 -17.46670 2.82967 16.01314
C26 -16.19208 2.16837 16.65321
N4 -16.48551 0.85080 17.44788
C27 -17.53643 1.07932 18.55196
C28 -17.07498 -0.23607 16.59848
C29 -16.47832 -0.36285 15.11299
C30 -15.16746 0.13700 18.00184
C31 -14.19718 1.12436 18.75243
O4 -13.23687 1.67142 17.90109
C32 -12.15509 2.28124 18.57597
H61 -18.33465 2.97884 16.65540
H62 -17.86594 2.29092 15.15381
H63 -17.20760 3.86131 15.77502
H64 -15.96137 2.93009 17.39796
H65 -15.32307 1.96075 16.02886
H66 -17.64445 0.11126 19.04113
H67 -18.48278 1.52430 18.24451
H68 -17.08665 1.82584 19.20657
H69 -18.10803 0.08805 16.47258
H70 -17.06459 -1.18549 17.13383
H71 -15.41353 -0.59115 15.06604
H72 -16.43184 0.59688 14.59833
H73 -17.00761 -1.03989 14.44249
H74 -14.62419 -0.22208 17.12775
H75 -15.40910 -0.79133 18.51943
H76 -13.76336 0.56670 19.58245
H77 -14.80226 1.86572 19.27433
H78 -11.48810 1.50156 18.94381
H79 -12.45594 2.94092 19.38985
H80 -11.73670 3.03122 17.90472
O5 -14.31528 4.90708 10.16727
C33 -13.06187 4.46326 10.18044
O6 -13.04039 3.22713 10.16115
O7 -12.06232 5.16881 10.26263
H81 -14.70194 4.03444 10.06435


# 3
Here is a structure of composition C35H39CoINSb2SeSi from the Open Molecules 2025 dataset. Energies are from the ωB97M-V functional and the def2-TZVPD basis.

Properties
- Net charge: +2
- HOMO (alpha / beta): -13.11 / -13.32 eV
- LUMO energy (alpha / beta): -5.326 / -8.301 eV
- <S²>: 6.026
- Spin multiplicity: 5

Element x y z (Å)
Co1 -0.68130 -1.33759 -0.90715
C1 2.90637 -0.25598 1.07637
C2 1.95661 0.37882 2.09586
C3 1.84831 1.89342 1.93781
Sb1 0.89629 2.47107 0.07449
C4 -1.15350 2.69138 0.69149
C5 -2.21651 2.26284 -0.08747
C6 -3.51580 2.51574 0.32840
C7 -3.74132 3.19890 1.51369
C8 -2.67261 3.63553 2.28578
C9 -1.37263 3.38737 1.87325
C10 1.26725 4.58047 -0.07407
C11 0.68215 5.25838 -1.13630
C12 0.75693 6.64184 -1.17619
C13 1.42849 7.32585 -0.17101
C14 2.02478 6.63567 0.87456
C15 1.96098 5.24950 0.92331
Sb2 1.91409 -0.63152 -0.80778
C16 3.41031 -1.47103 -2.10580
C17 3.96398 -2.70022 -1.76388
C18 4.89607 -3.28133 -2.61117
C19 5.26755 -2.63953 -3.78486
C20 4.71028 -1.41458 -4.11772
C21 3.77377 -0.82428 -3.27943
C22 1.12490 -2.62698 -0.33919
C23 0.41252 -3.29373 -1.35408
C24 -0.12586 -4.55726 -1.11938
C25 0.05535 -5.16755 0.10984
C26 0.79557 -4.53038 1.09740
C27 1.30495 -3.25737 0.88647
H1 3.74497 0.40899 0.86075
H2 3.32197 -1.19815 1.43015
H3 2.32512 0.16656 3.10362
H4 0.95712 -0.06691 2.03641
H5 2.84090 2.34664 1.95541
H6 1.24555 2.32709 2.73577
H7 -2.03958 1.72536 -1.01138
H8 -4.35277 2.17996 -0.26987
H9 -4.75432 3.40145 1.83541
H10 -2.85436 4.17486 3.20589
H11 -0.53963 3.75212 2.46378
H12 0.15936 4.72074 -1.91940
H13 0.29447 7.18382 -1.99008
H14 1.49431 8.40494 -0.20923
H15 2.54453 7.17195 1.65735
H16 2.43503 4.71525 1.73763
H17 3.67527 -3.20701 -0.85254
H18 5.32551 -4.23977 -2.35059
H19 5.99640 -3.09819 -4.43940
H20 5.00082 -0.91750 -5.03380
H21 3.33733 0.13019 -3.54813
H22 0.42060 -2.90678 -2.37441
H23 -0.65439 -5.07595 -1.90909
H24 -0.35478 -6.15194 0.29231
H25 0.98087 -5.02886 2.04023
H26 1.86012 -2.76658 1.67563
I1 -0.28830 1.27992 -3.67185
C28 -1.93665 -0.02099 -3.48874
C29 -2.98686 0.16586 -4.36974
C30 -4.08979 -0.66643 -4.26830
C31 -4.08315 -1.67374 -3.31545
C32 -2.98600 -1.79270 -2.49027
N1 -1.91919 -0.97092 -2.55137
H27 -2.93779 0.94944 -5.11105
H28 -4.93818 -0.52820 -4.92507
H29 -4.91778 -2.35142 -3.21057
H30 -2.94314 -2.56905 -1.73587
C33 -2.92730 -3.68238 2.59903
Si1 -2.10760 -2.09350 3.15690
C34 -3.17860 -0.73627 3.87414
C35 -0.48429 -2.27815 4.07697
Se1 -1.63464 -0.99818 1.02988
H31 -3.23126 -4.29387 3.45225
H32 -2.24570 -4.27031 1.98380
H33 -3.81787 -3.45853 2.01124
H34 -3.45038 -0.94806 4.91080
H35 -4.09379 -0.60926 3.29517
H36 -2.63314 0.20818 3.85126
H37 -0.65244 -2.75931 5.04446
H38 -0.03209 -1.30371 4.26767
H39 0.22755 -2.88818 3.52900